No. 1
Molecular formula: C36H51BF7NO11P
Method: DFT, ωB97M-V/def2-TZVPD

Last column: Mulliken charge in e.
Positions of all 108 atoms, in Å:
1 C -1.809 -3.437 1.186  -0.65
2 C -0.940 -2.884 0.163  -0.39
3 C -1.660 -2.363 -1.162  0.57
4 C -1.908 -0.792 -1.167  0.58
5 C -1.455 0.101 0.104  0.33
6 O -2.294 0.484 0.962  -0.56
7 O -0.059 0.421 0.174  -0.30
8 C 0.431 0.217 1.545  -0.37
9 C 1.989 -0.175 1.587  -0.83
10 P 2.329 -1.808 2.503  1.03
11 O 2.373 -2.978 1.479  -0.75
12 O 1.094 -1.972 3.659  -0.29
13 C 0.934 -3.347 4.119  -0.32
14 C -0.557 -3.424 4.789  -0.85
15 O 3.822 -1.834 3.326  -0.32
16 C 4.903 -1.265 2.534  -0.31
17 C 5.451 -2.246 1.370  -0.85
18 C -2.588 -0.205 -2.427  0.29
19 C -2.877 1.385 -2.388  -1.06
20 C -1.594 2.275 -2.722  0.73
21 C -1.308 3.490 -1.753  -0.29
22 C -0.108 4.481 -1.919  -0.62
23 C 0.868 4.271 -3.129  0.63
24 C 2.054 5.333 -3.285  -1.04
25 C 0.594 3.065 -4.063  -0.73
26 C -0.608 2.059 -3.902  -0.18
27 C -2.926 -1.164 -3.591  0.05
28 C -3.591 -0.504 -4.915  -1.48
29 N -2.675 -2.601 -3.538  0.33
30 B -3.081 -3.314 -4.827  0.85
31 O -4.414 -3.892 -4.830  -0.53
32 O -2.274 -3.398 -5.997  -0.43
33 C -2.770 -4.381 -6.954  -0.15
34 C -1.712 -4.789 -8.093  -1.06
35 C -2.082 -3.275 -2.372  -0.69
36 C -1.866 -4.862 -2.361  0.59
37 F -3.080 -5.597 -2.666  -0.30
38 F -1.511 -5.414 -1.102  -0.24
39 C -0.662 -5.354 -3.361  0.71
40 F -1.148 -5.888 -4.585  -0.19
41 F -0.005 -6.465 -2.716  -0.29
42 C 0.500 -4.249 -3.544  0.53
43 F 0.208 -3.238 -4.480  -0.18
44 F 1.626 -4.965 -4.082  -0.26
45 F 0.974 -3.732 -2.294  -0.20
46 H -2.678 -2.809 1.578  0.23
47 H -1.684 -4.505 1.564  0.34
48 H 0.200 -2.773 0.292  0.20
49 H -0.259 -0.568 2.022  0.34
50 H 0.299 1.219 2.108  0.28
51 H 2.523 0.662 2.186  0.48
52 H 2.492 -0.166 0.544  0.38
53 H 0.963 -4.134 3.292  0.33
54 H 1.700 -3.562 4.956  0.27
55 H -0.439 -3.739 5.889  0.29
56 H -1.182 -4.155 4.169  0.25
57 H -1.034 -2.386 4.695  0.19
58 H 4.683 -0.208 2.127  0.26
59 H 5.793 -1.125 3.262  0.31
60 H 5.462 -3.348 1.684  0.24
61 H 4.759 -2.106 0.452  0.20
62 H 6.507 -1.956 1.025  0.37
63 H -3.159 1.626 -1.289  0.38
64 H -3.820 1.676 -2.994  0.56
65 H -2.026 3.655 -0.878  0.27
66 H -0.002 5.334 -1.150  0.09
67 H 2.385 5.659 -2.229  0.29
68 H 1.626 6.291 -3.774  0.26
69 H 2.943 4.966 -3.904  0.33
70 H 1.319 2.909 -4.944  0.27
71 H -0.768 1.195 -4.637  0.22
72 H -2.906 -0.628 -5.842  0.32
73 H -4.655 -0.921 -5.110  0.40
74 H -3.734 0.630 -4.805  0.34
75 H -4.624 -4.031 -3.879  0.37
76 H -3.664 -3.891 -7.504  0.33
77 H -3.115 -5.371 -6.463  0.21
78 H -1.227 -5.794 -7.805  0.27
79 H -0.875 -4.030 -8.264  0.27
80 H -2.239 -4.988 -9.105  0.32
81 O 0.582 -1.103 7.865  -0.59
82 C 1.772 -0.975 7.685  0.72
83 O 2.650 -1.549 8.526  -0.38
84 C 4.066 -1.620 8.297  -0.23
85 C 4.758 -0.361 8.778  -0.97
86 C 2.290 -0.096 6.580  -0.61
87 H 4.283 -1.845 7.250  0.19
88 H 4.427 -2.472 8.877  0.34
89 H 4.415 0.521 8.233  0.27
90 H 5.841 -0.445 8.653  0.36
91 H 4.539 -0.186 9.835  0.30
92 H 2.310 0.940 6.923  0.35
93 H 1.613 -0.181 5.727  0.00
94 H 3.275 -0.383 6.217  0.25
95 O -2.526 6.540 -1.184  -0.57
96 C -2.287 7.479 -0.455  0.87
97 O -1.120 8.139 -0.563  -0.37
98 C -0.819 9.371 0.112  -0.40
99 C -0.294 9.111 1.509  -0.99
100 C -3.241 7.861 0.642  -1.10
101 H -1.680 10.043 0.104  0.37
102 H -0.041 9.861 -0.479  0.33
103 H -1.037 8.608 2.131  0.27
104 H -0.013 10.048 1.995  0.37
105 H 0.583 8.458 1.471  0.29
106 H -3.054 7.234 1.516  0.26
107 H -4.260 7.689 0.288  0.32
108 H -3.189 8.910 0.924  0.35

- LUMO (eV) = -4.88
- max |F| (eV/Å) = 5.41
- total charge = +1
- HOMO level (eV) = -10.6
- orbital gap (eV) = 5.77

No. 2
Molecular formula: C36H51Cl2IrN2OP
Method: DFT, ωB97M-V/def2-TZVPD

Last column: Mulliken charge in e.
Positions of all 94 atoms, in Å:
1 P 0.136 2.699 -1.251  -1.92
2 C 1.217 3.150 0.219  1.11
3 C 1.749 4.346 -0.552  -1.09
4 C 2.748 5.000 0.354  -0.93
5 C 2.177 5.272 1.745  -0.70
6 C 1.521 4.077 2.448  -0.78
7 C 0.489 3.416 1.551  -0.03
8 C -1.727 2.600 -1.061  0.67
9 C -1.775 4.017 -1.599  -1.42
10 C -3.226 4.261 -1.908  -0.97
11 C -4.125 3.981 -0.708  -0.71
12 C -3.931 2.611 -0.032  -0.62
13 C -2.461 2.368 0.286  0.37
14 C 0.922 1.854 -2.703  -0.08
15 C 2.307 1.171 -2.445  0.15
16 C 2.947 1.144 -3.821  -0.91
17 C 2.084 0.424 -4.866  -0.60
18 C 0.605 0.830 -4.875  -0.98
19 C -0.002 0.873 -3.486  -0.12
20 H 1.951 2.327 0.428  0.60
21 H 0.856 4.950 -0.791  0.43
22 H 2.202 3.981 -1.491  0.31
23 H 3.049 5.891 -0.174  0.42
24 H 3.594 4.308 0.419  0.36
25 H 2.983 5.654 2.366  0.39
26 H 1.422 6.060 1.661  0.32
27 H 2.282 3.324 2.703  0.40
28 H 1.029 4.378 3.371  0.42
29 H 0.099 2.461 1.962  -0.72
30 H -0.367 4.080 1.346  0.44
31 H -2.100 1.783 -1.722  0.74
32 H -3.468 3.585 -2.734  0.37
33 H -1.141 4.081 -2.503  0.45
34 H -1.354 4.654 -0.802  0.49
35 H -3.255 5.284 -2.249  0.40
36 H -5.159 4.080 -1.039  0.41
37 H -3.946 4.749 0.048  0.31
38 H -4.523 2.547 0.886  0.42
39 H -4.279 1.810 -0.700  0.39
40 H -2.249 1.348 0.665  -0.95
41 H -2.090 3.073 1.042  0.49
42 H 1.040 2.844 -3.272  0.71
43 H 2.921 1.767 -1.747  0.48
44 H 2.197 0.169 -1.972  -0.22
45 H 3.055 2.197 -4.124  0.32
46 H 3.942 0.712 -3.772  0.40
47 H 2.144 -0.658 -4.682  0.27
48 H 2.503 0.603 -5.855  0.42
49 H 0.023 0.177 -5.515  0.42
50 H 0.522 1.854 -5.270  0.35
51 H -1.030 1.268 -3.531  0.32
52 H -0.066 -0.123 -2.996  0.03
53 Ir -0.139 -1.430 0.915  0.60
54 Cl -1.705 -1.055 -1.050  -0.62
55 Cl 2.127 -0.334 0.780  -0.66
56 C -0.295 -0.024 2.199  -0.87
57 H 0.524 0.669 2.560  0.67
58 C -1.528 -0.224 2.933  1.22
59 C -2.663 -0.765 2.285  -0.33
60 C -3.832 -0.959 3.039  -1.25
61 C -3.821 -0.617 4.393  -0.49
62 C -2.672 -0.109 5.022  -0.52
63 C -1.512 0.109 4.298  -0.75
64 H -2.615 -1.049 1.236  0.24
65 H -4.709 -1.374 2.560  0.45
66 H -2.645 0.119 6.077  0.38
67 H -0.575 0.475 4.696  0.42
68 H -4.724 -0.763 4.984  0.37
69 C 2.447 -6.887 0.259  -1.35
70 N 2.283 -5.529 0.116  -0.18
71 N 1.128 -4.955 0.367  0.60
72 C 1.164 -3.710 -0.003  0.80
73 O -0.069 -3.253 0.152  -0.67
74 C 2.468 -3.339 -0.535  -0.83
75 C 3.154 -4.625 -0.457  0.32
76 C 4.469 -4.993 -0.856  -1.54
77 C -0.075 -5.427 1.016  0.66
78 C 0.079 -6.248 2.113  -0.09
79 C -1.065 -6.763 2.751  -0.82
80 C -2.333 -6.352 2.335  -0.50
81 C -2.490 -5.444 1.292  -0.56
82 C -1.357 -4.986 0.614  -0.40
83 H 1.447 -7.311 0.470  0.63
84 H 3.108 -7.066 1.098  0.34
85 H 2.830 -7.289 -0.670  0.37
86 H 2.769 -2.377 -0.810  0.40
87 H 5.001 -5.402 0.010  0.33
88 H 4.428 -5.755 -1.640  0.33
89 H 5.021 -4.121 -1.237  0.35
90 H 1.075 -6.532 2.397  0.62
91 H -0.927 -7.475 3.525  0.42
92 H -3.227 -6.761 2.817  0.36
93 H -3.479 -5.107 0.935  0.40
94 H -1.511 -4.277 -0.235  0.28

- LUMO (spin up / spin down) (eV) = 0.41 / -0.90
- max |F| (eV/Å) = 5.34
- total charge = 0
- HOMO level (spin up / spin down) (eV) = -4.6 / -6.7
- orbital gap (spin up / spin down) (eV) = 5.02 / 5.81
- energy above the lowest of the compared OMol25 structures with the same formula, charge and spin (kcal per mole) = 85.3
- multiplicity = 6

No. 3
Molecular formula: C36H51Ge2N5RuSSe
Method: DFT, ωB97M-V/def2-TZVPD

Last column: Mulliken charge in e.
Positions of all 97 atoms, in Å:
1 Ru -1.580 0.236 0.211  -0.11
2 C -1.978 -3.066 -4.422  -1.35
3 C -0.918 -2.518 -3.463  -0.79
4 C -0.440 -1.131 -3.828  1.24
5 C 0.426 -0.994 -4.912  -0.79
6 C 0.936 0.241 -5.274  -1.47
7 C 0.594 1.364 -4.533  -0.57
8 C -0.256 1.267 -3.440  1.02
9 C -0.598 2.507 -2.656  0.39
10 C -1.922 3.136 -3.090  -1.41
11 C -0.788 0.017 -3.116  -1.33
12 N -1.691 -0.110 -1.991  1.93
13 C -2.913 -0.430 -2.288  -0.07
14 C -3.847 -0.775 -1.289  -0.83
15 C -5.139 -1.257 -1.402  -0.99
16 C -5.541 -1.624 -0.109  -1.32
17 C -4.474 -1.354 0.730  -0.40
18 N -3.426 -0.830 0.037  0.15
19 H -2.294 -4.067 -4.121  0.44
20 H -1.586 -3.127 -5.438  0.36
21 H -2.864 -2.429 -4.453  0.28
22 H -0.052 -3.183 -3.484  0.52
23 H -1.294 -2.540 -2.441  0.18
24 H 0.708 -1.882 -5.470  0.61
25 H 1.603 0.328 -6.124  0.50
26 H 0.987 2.339 -4.805  0.68
27 H 0.206 3.238 -2.772  0.60
28 H -0.643 2.269 -1.595  -1.05
29 H -1.924 3.320 -4.167  0.40
30 H -2.089 4.086 -2.580  0.44
31 H -2.763 2.476 -2.860  0.20
32 H -3.225 -0.462 -3.330  0.67
33 H -5.705 -1.343 -2.319  0.55
34 H -6.485 -2.055 0.190  0.47
35 H -4.424 -1.533 1.793  0.64
36 C -2.676 -2.781 4.062  -1.29
37 C -1.970 -2.205 2.828  -0.34
38 Ge -2.072 -0.264 2.593  0.69
39 C -3.645 0.687 3.249  -0.53
40 C -4.100 0.258 4.649  -1.22
41 C -0.690 0.550 3.775  -0.06
42 C 0.610 0.483 3.487  -0.62
43 Ge 0.699 0.196 1.383  0.59
44 C 1.291 1.971 0.762  1.53
45 C 2.457 2.775 1.331  -1.45
46 C 1.547 -1.604 1.663  -1.15
47 C 3.071 -1.690 1.665  -1.31
48 C 1.741 0.506 4.402  0.86
49 C 1.509 0.331 5.780  -0.70
50 C 2.549 0.404 6.684  -0.83
51 C 3.847 0.627 6.230  -0.47
52 C 4.102 0.762 4.872  -1.37
53 C 3.059 0.692 3.966  0.14
54 H -2.491 -3.854 4.142  0.40
55 H -3.757 -2.646 4.012  0.27
56 H -2.329 -2.321 4.991  0.31
57 H -2.346 -2.661 1.913  0.48
58 H -0.902 -2.421 2.868  0.23
59 H -4.452 0.614 2.523  0.55
60 H -3.328 1.731 3.248  0.48
61 H -4.576 -0.721 4.647  0.27
62 H -4.825 0.972 5.041  0.40
63 H -3.273 0.216 5.365  0.26
64 H -1.055 1.125 4.637  0.65
65 H 0.376 2.548 0.901  -0.44
66 H 1.392 1.817 -0.308  -1.41
67 H 2.371 2.943 2.403  0.35
68 H 2.451 3.762 0.858  0.44
69 H 3.428 2.315 1.127  0.37
70 H 1.110 -2.191 0.854  0.89
71 H 1.135 -1.965 2.605  0.64
72 H 3.511 -1.186 0.804  0.15
73 H 3.360 -2.744 1.612  0.41
74 H 3.509 -1.291 2.578  0.46
75 H 0.503 0.141 6.135  0.45
76 H 2.355 0.280 7.741  0.42
77 H 4.661 0.689 6.940  0.41
78 H 5.113 0.919 4.520  0.42
79 H 3.260 0.780 2.911  0.85
80 Se -2.860 2.393 0.359  0.08
81 C -1.630 3.756 0.318  0.25
82 N -0.857 4.613 0.274  -0.52
83 C 3.566 -1.963 -3.661  -0.97
84 N 3.517 -0.543 -3.390  0.26
85 C 4.377 0.393 -4.112  -0.64
86 C 3.977 1.759 -3.529  -0.59
87 N 3.078 1.371 -2.445  0.23
88 C 2.801 0.054 -2.428  -0.10
89 S 1.718 -0.719 -1.391  -0.47
90 H 3.335 -2.146 -4.712  0.33
91 H 2.831 -2.466 -3.039  0.25
92 H 4.559 -2.364 -3.443  0.32
93 H 4.186 0.327 -5.183  0.35
94 H 5.428 0.156 -3.939  0.42
95 H 3.462 2.380 -4.261  0.24
96 H 4.834 2.309 -3.150  0.45
97 H 2.547 2.027 -1.904  0.16

- LUMO (spin up / spin down) (eV) = -2.88 / -5.42
- max |F| (eV/Å) = 0.93
- total charge = +1
- HOMO level (spin up / spin down) (eV) = -10.3 / -10.5
- orbital gap (spin up / spin down) (eV) = 7.42 / 5.07
- energy above the lowest of the compared OMol25 structures with the same formula, charge and spin (kcal per mole) = 0.0
- multiplicity = 6

No. 4
Molecular formula: C36H52BN2Si2Sn
Method: DFT, ωB97M-V/def2-TZVPD

Last column: Mulliken charge in e.
Positions of all 94 atoms, in Å:
1 Sn -1.273 -0.086 0.869  0.79
2 C -4.175 -1.993 1.702  -1.15
3 Si -3.357 -1.518 0.041  0.31
4 C -2.929 -2.827 -1.239  -1.13
5 C -4.507 -0.312 -0.811  0.38
6 C -5.494 -0.830 -1.638  -0.72
7 C -6.340 0.032 -2.299  -0.50
8 C -6.328 1.389 -2.031  -0.65
9 C -5.345 1.911 -1.221  -0.46
10 C -4.408 1.086 -0.596  0.33
11 Si -3.007 1.859 0.412  0.47
12 C -2.366 3.359 -0.544  -0.73
13 C -3.682 2.415 2.103  -1.09
14 H -4.860 -1.182 2.011  0.30
15 H -3.423 -2.134 2.505  0.29
16 H -4.715 -2.979 1.601  0.35
17 H -3.841 -3.425 -1.521  0.38
18 H -2.210 -3.519 -0.781  0.22
19 H -2.492 -2.466 -2.183  0.29
20 H -5.543 -1.891 -1.833  0.29
21 H -7.030 -0.381 -3.055  0.31
22 H -7.063 2.039 -2.493  0.37
23 H -5.262 2.993 -1.091  0.31
24 H -2.884 4.288 -0.213  0.38
25 H -2.496 3.200 -1.612  0.37
26 H -1.303 3.475 -0.293  -0.21
27 H -4.178 3.395 1.967  0.36
28 H -2.831 2.555 2.789  0.14
29 H -4.415 1.688 2.557  0.26
30 C 0.858 -1.287 -3.651  -1.33
31 C 2.143 -2.001 -3.163  1.55
32 C 2.811 -2.654 -4.360  -1.97
33 C 1.769 -2.944 -2.011  0.80
34 C 1.561 -4.301 -2.294  -0.62
35 C 1.314 -5.203 -1.243  -1.18
36 C 1.272 -4.748 0.051  -0.77
37 C 1.289 -3.372 0.342  0.33
38 C 1.206 -2.984 1.821  2.83
39 C -0.192 -3.329 2.406  -1.20
40 C 2.419 -3.536 2.594  -1.60
41 C 1.677 -2.463 -0.663  -0.69
42 N 1.962 -1.087 -0.361  0.58
43 B 1.030 -0.031 0.102  -0.29
44 N 1.974 1.096 0.307  0.69
45 C 3.278 0.747 -0.092  -1.43
46 C 3.253 -0.559 -0.482  -0.84
47 C 1.625 2.380 0.811  0.18
48 C 1.646 3.551 0.039  0.22
49 C 1.469 4.794 0.628  -0.74
50 C 1.026 4.894 1.944  -1.28
51 C 0.871 3.686 2.669  -0.77
52 C 1.303 2.435 2.188  0.01
53 C 1.546 1.251 3.169  2.80
54 C 0.883 1.475 4.516  -2.02
55 C 3.046 0.911 3.377  -1.33
56 C 1.986 3.575 -1.454  0.60
57 C 3.417 4.020 -1.772  -1.43
58 C 1.688 2.316 -2.290  -1.47
59 H 1.039 -0.570 -4.479  0.33
60 H 0.312 -0.806 -2.832  0.13
61 H 0.180 -2.065 -4.009  0.41
62 H 2.901 -1.227 -2.799  -0.02
63 H 2.101 -3.142 -5.066  0.33
64 H 3.602 -3.402 -4.079  0.39
65 H 3.301 -1.871 -4.958  0.48
66 H 1.656 -4.657 -3.331  0.29
67 H 1.180 -6.261 -1.404  0.39
68 H 1.234 -5.458 0.897  0.27
69 H 1.326 -1.883 1.868  -1.38
70 H -0.349 -4.408 2.441  0.36
71 H -1.023 -2.928 1.790  -0.11
72 H -0.339 -2.888 3.433  0.33
73 H 2.473 -4.632 2.630  0.34
74 H 2.436 -3.170 3.631  0.41
75 H 3.364 -3.171 2.110  0.33
76 H 4.062 1.448 -0.050  0.65
77 H 4.061 -1.204 -0.781  0.56
78 H 1.716 5.682 -0.004  0.33
79 H 0.830 5.865 2.417  0.37
80 H 0.515 3.804 3.691  0.36
81 H 1.039 0.344 2.752  -0.85
82 H 1.364 2.285 5.102  0.42
83 H 1.009 0.550 5.073  0.48
84 H -0.206 1.737 4.430  0.26
85 H 3.607 1.785 3.834  0.27
86 H 3.533 0.646 2.423  0.22
87 H 3.068 0.060 4.045  0.45
88 H 1.364 4.412 -1.833  0.63
89 H 4.156 3.337 -1.345  0.22
90 H 3.659 5.012 -1.311  0.35
91 H 3.574 4.076 -2.843  0.43
92 H 2.493 1.543 -2.219  0.16
93 H 1.648 2.592 -3.389  0.54
94 H 0.742 1.791 -2.066  0.02

- LUMO (eV) = 2.70
- max |F| (eV/Å) = 2.36
- total charge = -1
- HOMO level (eV) = -2.3
- orbital gap (eV) = 4.95
- energy above the lowest of the compared OMol25 structures with the same formula, charge and spin (kcal per mole) = 24.9